Below is a structure of composition C19H40P2Ti at a distorted geometry, with properties calculated with wB97M-V/def2-TZVPD.

Element x y z (Å)
P 0.609 0.669 2.482
P -1.995 0.914 -1.417
C 0.459 1.237 0.697
C -0.739 1.818 -0.033
H 1.019 0.341 0.295
H 1.208 2.009 0.616
H -1.488 2.067 0.769
H -0.494 2.728 -0.667
C -1.566 -0.338 -2.697
H -2.584 -0.750 -2.900
H -0.846 -1.180 -2.386
H -1.256 0.182 -3.620
C -2.866 2.130 -2.474
H -2.632 1.909 -3.528
H -2.601 3.169 -2.217
H -3.958 2.016 -2.327
C 2.160 -0.120 2.965
H 2.018 -0.347 4.032
H 3.023 0.539 2.815
H 2.301 -1.082 2.451
C 0.440 2.175 3.404
H -0.119 2.925 2.827
H 1.446 2.586 3.601
H -0.058 1.945 4.360
Ti 0.584 -0.550 -1.145
C 1.531 0.428 -2.449
C 1.582 -1.023 -2.725
C 2.870 -1.837 -2.488
C 3.707 -1.387 -1.277
C 2.852 -0.640 -0.235
C 3.128 0.725 0.021
C 3.233 1.772 -1.005
C 2.717 1.348 -2.422
C -0.570 -0.703 2.554
H 0.552 0.914 -2.732
H 0.796 -1.505 -3.366
H 3.505 -1.822 -3.399
H 2.596 -2.893 -2.318
H 4.163 -2.267 -0.783
H 4.557 -0.780 -1.619
H 2.568 -1.293 0.610
H 3.337 1.047 1.030
H 4.279 2.104 -1.135
H 2.692 2.687 -0.704
H 2.434 2.254 -2.974
H 3.483 0.830 -3.004
H -1.562 -0.308 2.753
H -0.329 -1.386 3.392
H -0.621 -1.281 1.597
C -3.431 -3.039 1.770
C -3.621 -1.714 1.033
C -3.984 -0.563 1.989
C -2.492 -1.318 0.132
H -2.707 -2.922 2.579
H -3.076 -3.796 1.078
H -4.393 -3.363 2.194
H -4.472 -1.841 0.347
H -3.281 -0.506 2.840
H -4.002 0.406 1.474
H -4.994 -0.719 2.410
H -2.891 -0.470 -0.503
H -2.220 -2.134 -0.566

For the HOMO-LUMO gap (spin up / spin down), the calculation gives 5.0 / 5.5 eV. The net charge is 0. The multiplicity is 3. For the LUMO energy (spin up / spin down), the calculation gives 0.0026 / 0.0011 hartree.

Below is a cluster of 3 separate species, C19H41BO7 in total at a distorted geometry, with properties calculated with wB97M-V/def2-TZVPD.

Element x y z (Å)
C -2.822 -1.621 0.983
C -1.975 -1.669 -0.397
O -0.549 -1.783 -0.165
C 0.224 -1.134 -1.183
B -0.059 -1.453 -2.753
O -0.782 -2.641 -3.166
O 0.335 -0.577 -3.833
O 1.603 -1.636 -1.015
C 2.515 -0.539 -1.151
O 3.739 -0.461 -0.996
O 1.726 0.620 -1.491
C 0.510 0.362 -0.705
C -0.638 1.459 -0.813
O -1.602 1.428 0.263
C -0.985 1.608 1.560
H -2.763 -2.603 1.546
H -2.499 -0.716 1.610
H -3.906 -1.434 0.644
H -2.309 -2.630 -0.917
H -2.284 -0.724 -0.964
H -0.551 -3.347 -2.523
H 0.846 -1.159 -4.436
H 0.977 0.196 0.336
H -0.254 2.532 -0.912
H -1.224 1.223 -1.774
H -1.656 2.116 2.321
H 0.001 2.178 1.382
H -0.663 0.574 1.952
C -3.155 4.160 -1.267
C -2.118 5.111 -0.685
C -2.462 5.589 0.727
C -3.757 6.397 0.845
C -3.824 7.653 -0.027
C -2.759 8.685 0.322
H -4.129 4.641 -1.375
H -2.841 3.825 -2.260
H -3.271 3.276 -0.634
H -1.983 5.965 -1.356
H -1.152 4.595 -0.649
H -1.626 6.182 1.111
H -2.538 4.717 1.388
H -3.890 6.686 1.894
H -4.611 5.756 0.601
H -4.809 8.112 0.103
H -3.747 7.389 -1.086
H -2.847 8.997 1.366
H -2.874 9.572 -0.305
H -1.751 8.295 0.162
C 3.635 -7.810 -0.325
C 4.663 -6.847 0.255
C 4.318 -6.375 1.669
C 3.013 -5.582 1.791
C 2.929 -4.327 0.920
C 3.972 -3.282 1.261
H 2.654 -7.342 -0.428
H 3.949 -8.141 -1.319
H 3.532 -8.696 0.307
H 4.784 -5.991 -0.416
H 5.634 -7.352 0.286
H 5.148 -5.772 2.049
H 4.254 -7.248 2.329
H 2.881 -5.296 2.841
H 2.166 -6.233 1.550
H 1.939 -3.877 1.056
H 3.006 -4.588 -0.139
H 3.888 -2.966 2.305
H 3.838 -2.399 0.632
H 4.986 -3.653 1.096

For the HOMO-LUMO gap, the calculation gives 10.5 eV. The SMILES is CCO[C@]1(B(O)O)OC(=O)O[C@H]1COC.CCCCCC.CCCCCC. The net charge is 0. For the LUMO energy, the calculation gives 0.0116 hartree.

Below is a structure of composition C19H41BrN3ORuSSi2 at a distorted geometry, with properties calculated with wB97M-V/def2-TZVPD.

Element x y z (Å)
Ru -0.004 0.817 -0.418
C 2.396 1.175 1.893
C 1.374 2.292 1.953
N 0.715 2.509 0.641
C 1.484 3.372 -0.297
C 2.580 2.622 -1.025
S 2.024 0.964 -1.595
C 3.292 -0.097 -0.838
C 2.815 -0.778 0.441
N 1.842 0.026 1.168
H 3.306 1.507 1.395
H 2.692 0.903 2.910
H 0.586 2.045 2.664
H 1.829 3.227 2.288
H -0.121 3.051 0.850
H 0.773 3.762 -1.021
H 1.900 4.229 0.240
H 2.886 3.191 -1.902
H 3.469 2.478 -0.419
H 3.560 -0.847 -1.581
H 4.173 0.530 -0.700
H 2.319 -1.701 0.164
H 3.684 -1.042 1.054
H 1.325 -0.573 1.804
C 1.110 -3.634 -0.858
Si 0.219 -3.320 0.777
C 1.348 -3.482 2.264
C -1.187 -4.547 0.950
C -0.653 -1.647 0.729
Si -1.807 -0.925 2.008
C -3.182 -2.093 2.480
C -2.468 0.559 1.054
C -0.895 -0.439 3.570
H 2.087 -4.097 -0.714
H 1.271 -2.721 -1.440
H 0.526 -4.316 -1.479
H 1.675 -4.520 2.356
H 0.817 -3.237 3.185
H 2.253 -2.873 2.224
H -0.795 -5.549 0.756
H -1.989 -4.365 0.233
H -1.617 -4.553 1.949
H -0.928 -1.345 -0.286
H -3.734 -2.474 1.621
H -3.889 -1.563 3.124
H -2.809 -2.943 3.048
H -2.973 0.242 0.139
H -1.641 1.264 0.797
H -3.161 1.218 1.581
H -0.501 -1.327 4.068
H -1.583 0.034 4.274
H -0.061 0.248 3.421
C -2.018 -0.772 -2.616
O -0.689 -0.602 -2.075
H -2.368 -1.789 -2.444
H -2.016 -0.544 -3.680
H -2.661 -0.065 -2.097
H -0.070 -1.195 -2.517
Br -2.255 3.841 -0.208
C -1.762 3.240 -1.935
C -2.323 3.936 -2.996
C -1.934 3.606 -4.280
C -0.998 2.595 -4.447
C -0.513 1.949 -3.331
N -0.878 2.247 -2.068
H -3.037 4.723 -2.805
H -2.346 4.132 -5.130
H -0.651 2.301 -5.426
H 0.189 1.138 -3.443

The value obtained for the relative energy (zero: lowest compared OMol25 entry of this formula, charge and spin) is 2.096 eV. For the HOMO-LUMO gap (spin up / spin down), the calculation gives 7.4 / 8.5 eV. The net charge is +2. The multiplicity is 2. For the LUMO energy (spin up / spin down), the calculation gives -0.2211 / -0.2308 hartree.

Below is a structure of composition C19H41N2O3 at a distorted geometry, with properties calculated with wB97M-V/def2-TZVPD.

Element x y z (Å)
C -2.679 0.060 -3.051
C -3.886 -0.147 -2.078
C -3.473 -0.436 -0.599
C -2.591 0.726 0.067
N -2.206 0.476 1.564
C -3.408 0.018 2.356
C -3.328 0.650 3.703
C -1.995 1.423 3.770
C -1.612 1.703 2.343
C -1.093 -0.588 1.539
H -3.147 0.212 -4.023
H -2.012 -0.801 -3.051
H -2.108 0.962 -2.828
H -4.680 -0.815 -2.412
H -4.365 0.832 -2.038
H -2.937 -1.383 -0.536
H -4.364 -0.630 -0.002
H -3.089 1.692 0.152
H -1.622 0.909 -0.399
H -3.457 -1.071 2.382
H -4.281 0.498 1.913
H -3.326 -0.073 4.518
H -4.193 1.309 3.784
H -1.276 0.761 4.252
H -2.004 2.332 4.372
H -0.551 1.881 2.170
H -2.102 2.629 2.043
H -0.326 -0.288 0.825
H -1.447 -1.607 1.385
H -0.475 -0.684 2.432
C 3.645 -2.949 -3.868
C 3.647 -1.361 -3.588
C 2.676 -0.963 -2.437
C 3.422 -0.833 -1.076
N 2.626 -0.109 -0.009
C 3.234 -0.331 1.409
C 2.086 -0.773 2.312
C 0.762 -0.456 1.576
C 1.223 -0.793 0.115
C 2.523 1.392 -0.376
H 2.704 -3.131 -4.386
H 3.719 -3.660 -3.046
H 4.408 -3.185 -4.611
H 3.415 -0.804 -4.495
H 4.641 -1.012 -3.307
H 1.869 -1.694 -2.386
H 2.160 -0.029 -2.656
H 4.376 -0.309 -1.022
H 3.575 -1.871 -0.779
H 3.785 0.541 1.761
H 4.039 -1.065 1.449
H 2.064 -0.248 3.267
H 2.358 -1.823 2.422
H 0.347 0.552 1.584
H -0.089 -1.078 1.853
H 0.469 -0.481 -0.608
H 1.347 -1.865 -0.037
H 2.129 1.853 0.529
H 1.820 1.556 -1.193
H 3.533 1.757 -0.561
O -0.379 2.627 -1.519
C -0.033 2.250 -0.328
O -0.038 3.269 0.337
O 0.064 1.103 0.117
H -0.092 3.377 -0.993

The value obtained for the relative energy (zero: lowest compared OMol25 entry of this formula, charge and spin) is 16.265 eV. For the HOMO-LUMO gap, the calculation gives 8.8 eV. The net charge is +1. For the LUMO energy, the calculation gives -0.0792 hartree.

Below is a cluster of 8 separate species, C19H41N7O16 in total at a distorted geometry, with properties calculated with wB97M-V/def2-TZVPD.

Element x y z (Å)
O -1.249 1.422 -5.225
C -1.958 0.639 -4.636
C -3.370 0.413 -4.929
C -4.033 -0.589 -4.338
O -5.252 -0.949 -4.698
C -3.455 -1.376 -3.195
O -4.176 -2.153 -2.596
C -2.052 -1.158 -2.892
C -1.376 -0.207 -3.544
O -0.099 0.066 -3.225
H -3.841 0.984 -5.719
H -5.569 -1.602 -4.046
H -1.506 -1.675 -2.115
H 0.143 0.892 -3.678
C 0.729 -0.576 0.559
N 0.181 0.473 1.467
O 0.064 1.593 1.054
O -0.069 0.111 2.615
H 0.054 -1.424 0.643
H 1.652 -0.909 1.021
H 0.760 -0.179 -0.446
C 1.536 3.070 3.872
N 1.309 4.054 2.779
O 2.017 3.975 1.798
O 0.396 4.844 2.914
H 0.613 2.508 3.990
H 1.766 3.631 4.771
H 2.317 2.394 3.551
C 0.771 -4.017 -2.744
N 0.572 -3.546 -1.349
O -0.567 -3.547 -0.919
O 1.538 -3.102 -0.765
H 1.464 -4.853 -2.752
H 1.122 -3.180 -3.336
H -0.194 -4.377 -3.089
C -4.446 1.925 -0.935
N -3.127 2.025 -0.268
O -3.116 2.248 0.919
O -2.142 1.829 -0.958
H -4.370 1.159 -1.702
H -4.609 2.861 -1.469
H -5.218 1.732 -0.205
C -2.055 -2.464 1.893
N -3.162 -3.173 2.625
O -2.988 -3.422 3.803
O -4.138 -3.480 1.977
H -1.224 -2.353 2.573
H -2.511 -1.570 1.481
H -1.818 -3.160 1.092
C 1.449 7.381 -4.025
O 1.660 6.836 -2.747
C 0.701 7.241 -1.802
C 0.641 6.197 -0.689
C -0.009 4.921 -1.158
N -0.091 6.747 0.478
H 1.318 8.467 -3.998
H 0.565 6.927 -4.492
H 2.327 7.123 -4.613
H 0.957 8.207 -1.339
H -0.282 7.331 -2.282
H 1.683 5.975 -0.420
H -1.026 5.067 -1.517
H -0.043 4.174 -0.351
H 0.643 4.405 -1.869
H 0.075 6.089 1.237
H 0.413 7.590 0.749
C 2.422 -3.136 3.370
O 3.241 -4.219 3.781
C 3.192 -5.307 2.870
C 3.709 -6.530 3.591
C 3.782 -7.731 2.687
N 2.762 -6.806 4.698
H 2.603 -2.327 4.072
H 1.368 -3.429 3.361
H 2.736 -2.820 2.366
H 2.158 -5.479 2.546
H 3.850 -5.064 2.025
H 4.676 -6.242 4.022
H 3.839 -7.382 1.646
H 2.918 -8.377 2.795
H 4.690 -8.319 2.828
H 3.203 -7.388 5.400
H 2.558 -5.925 5.161

For the HOMO-LUMO gap, the calculation gives 7.0 eV. The SMILES is O=C1C=C(O)C(=O)C=C1O.C[N+](=O)[O-].C[N+](=O)[O-].C[N+](=O)[O-].C[N+](=O)[O-].C[N+](=O)[O-].COC[C@H](C)N.COC[C@H](C)N. The net charge is 0. For the LUMO energy, the calculation gives -0.0661 hartree.

Below is a structure of composition C19H41N9O9PSY, with properties calculated with wB97M-V/def2-TZVPD.

Element x y z (Å)
Y -0.028 1.071 0.247
O 2.095 2.010 4.061
C 1.273 1.621 3.120
O 1.619 1.130 2.058
C -0.181 1.866 3.444
O -0.993 1.093 2.579
C -1.265 -0.251 3.059
C -0.598 -1.327 2.189
O -0.283 -2.388 2.675
O -0.499 -0.995 0.935
H 3.018 1.884 3.785
H -0.389 2.922 3.252
H -0.382 1.661 4.496
H -2.343 -0.397 2.987
H -0.968 -0.353 4.101
C -2.095 -5.825 -1.845
C -1.520 -4.616 -2.468
N -1.291 -4.436 -3.746
N -0.791 -3.201 -3.839
C -0.697 -2.577 -2.652
S -0.126 -1.010 -2.361
N -1.152 -3.498 -1.769
N -1.385 -3.317 -0.416
H -2.369 -6.525 -2.628
H -2.977 -5.559 -1.261
H -1.378 -6.304 -1.176
H -0.572 -2.804 -4.741
H -0.918 -4.054 0.107
H -1.011 -2.407 -0.108
C 5.291 -1.351 -0.822
N 4.306 -0.281 -0.721
C 4.828 0.954 -0.126
P 2.915 -0.173 -1.560
O 1.863 0.559 -0.777
N 2.358 -1.768 -1.776
C 2.706 -2.530 -2.971
C 2.255 -2.592 -0.567
N 3.117 0.511 -3.020
C 4.378 0.403 -3.752
C 2.148 1.428 -3.619
H 5.608 -1.649 0.178
H 6.172 -1.020 -1.377
H 4.879 -2.223 -1.323
H 5.250 0.722 0.851
H 4.027 1.679 0.006
H 5.611 1.390 -0.752
H 2.716 -1.879 -3.842
H 1.959 -3.311 -3.120
H 3.676 -3.025 -2.874
H 1.895 -2.000 0.272
H 3.216 -3.047 -0.314
H 1.544 -3.398 -0.754
H 5.025 -0.353 -3.312
H 4.908 1.358 -3.755
H 4.180 0.116 -4.786
H 1.288 1.555 -2.967
H 1.815 1.048 -4.587
H 2.608 2.406 -3.764
C -4.145 1.338 1.279
N -4.018 2.206 0.119
C -5.074 3.205 -0.043
C -4.624 4.303 -0.981
C -4.075 3.673 -2.242
N -3.000 2.742 -1.902
C -2.039 2.462 -2.953
C -3.025 2.026 -0.766
O -2.118 1.164 -0.516
H -3.832 1.854 2.189
H -3.543 0.447 1.138
H -5.190 1.046 1.382
H -5.300 3.608 0.944
H -5.979 2.716 -0.415
H -3.849 4.908 -0.508
H -5.462 4.956 -1.219
H -3.655 4.430 -2.903
H -4.863 3.150 -2.794
H -1.710 3.404 -3.389
H -2.487 1.845 -3.736
H -1.173 1.951 -2.549
O 0.111 3.289 0.554
O 0.140 3.118 -0.753

The value obtained for the relative energy (zero: lowest compared OMol25 entry of this formula, charge and spin) is 5.284 eV. For the HOMO-LUMO gap (spin up / spin down), the calculation gives 8.9 / 5.8 eV. The net charge is +2. For the LUMO energy (spin up / spin down), the calculation gives -0.1819 / -0.2984 hartree.

| no. | E (Eh) |
| --- | --- |
| 1 | -2279.5751 |
| 2 | -1300.0768 |
| 3 | -4633.6210 |
| 4 | -1082.9507 |
| 5 | -2335.1561 |
| 6 | -2696.1166 |